Formula: C34H44HfN4O2S2Si
Source: the Open Molecules 2025 dataset
Level of theory: ωB97M-V with the def2-TZVPD basis set

Computed properties:
lowest unoccupied orbital energy = -6.64 eV
HOMO level = -13.58 eV
energy above the lowest of the compared OMol25 structures with the same formula, charge and spin = 38.8 kcal per mole

```
! wB97M-V def2-TZVPD RIJCOSX def2/J DEFGRID3
* xyz 2 1
Hf -0.21 0.26 0.03
O -0.68 1.84 1.86
S -0.83 0.59 2.63
O 0.47 -0.09 2.61
N -1.75 -0.26 1.63
C -1.91 -1.64 1.86
C -2.04 -2.23 3.10
C -2.31 -3.60 3.22
C -2.48 -4.38 2.11
C -2.30 -3.82 0.83
C -2.46 -4.55 -0.37
C -2.22 -3.94 -1.57
C -1.74 -2.63 -1.59
N -1.58 -1.90 -0.49
C -1.93 -2.46 0.71
C -1.55 0.94 4.19
C -2.82 1.50 4.11
C -3.47 1.82 5.28
C -2.86 1.58 6.51
C -1.59 1.00 6.56
C -0.92 0.67 5.40
H -1.97 -1.62 3.99
H -2.39 -4.04 4.21
H -2.74 -5.43 2.19
H -2.77 -5.58 -0.33
H -2.36 -4.46 -2.51
H -1.47 -2.16 -2.53
H -3.27 1.67 3.14
H -4.47 2.25 5.25
H -3.37 1.84 7.42
H -1.13 0.80 7.52
H 0.07 0.23 5.43
C 1.49 -1.96 -2.97
C 1.80 -0.46 -2.88
C 0.54 0.29 -3.33
C 2.96 -0.15 -3.83
Si 2.23 0.02 -1.04
C 2.98 1.80 -0.87
C 2.21 2.75 -1.80
C 4.47 1.87 -1.22
C 2.78 2.30 0.57
C 3.12 -1.38 -0.02
C 3.65 -0.83 1.31
C 2.09 -2.47 0.30
C 4.31 -1.99 -0.78
H 1.15 -2.21 -3.98
H 0.69 -2.25 -2.27
H 2.36 -2.58 -2.76
H 0.20 -0.11 -4.29
H 0.71 1.36 -3.46
H -0.31 0.17 -2.62
H 2.72 -0.51 -4.84
H 3.88 -0.63 -3.52
H 3.14 0.93 -3.91
H 2.40 2.54 -2.85
H 2.53 3.78 -1.61
H 1.13 2.70 -1.62
H 4.65 1.58 -2.25
H 5.07 1.23 -0.57
H 4.83 2.89 -1.09
H 1.74 2.20 0.90
H 3.05 3.36 0.63
H 3.41 1.78 1.29
H 2.86 -0.36 1.91
H 4.46 -0.12 1.16
H 4.05 -1.66 1.90
H 1.21 -2.06 0.84
H 2.54 -3.21 0.97
H 1.74 -3.01 -0.58
H 5.07 -1.23 -0.99
H 4.02 -2.44 -1.73
H 4.78 -2.77 -0.17
N -0.43 4.05 0.10
C -1.37 3.49 -0.68
N -1.54 2.19 -0.84
C -2.60 1.93 -1.72
C -3.10 0.67 -2.04
C -4.14 0.58 -2.95
C -4.68 1.72 -3.54
C -4.21 2.97 -3.21
C -3.17 3.07 -2.29
S -2.41 4.49 -1.64
H -0.12 3.54 0.91
H -0.48 5.05 0.22
H -2.70 -0.20 -1.54
H -4.55 -0.39 -3.20
H -5.49 1.62 -4.25
H -4.64 3.86 -3.65
*
```

***

Formula: C34H44MnN6PSe
Source: the Open Molecules 2025 dataset
Level of theory: ωB97M-V with the def2-TZVPD basis set

Computed properties:
lowest unoccupied orbital energy (alpha / beta) = -1.37 / -1.64 eV
HOMO level (alpha / beta) = -7.30 / -7.40 eV

```
! wB97M-V def2-TZVPD RIJCOSX def2/J DEFGRID3
* xyz 0 5
Mn 0.15 0.17 -0.08
C 4.53 1.00 -3.40
C 4.75 1.75 -2.25
C 3.97 1.56 -1.12
C 2.97 0.59 -1.11
C 2.72 -0.13 -2.27
C 3.50 0.06 -3.40
N 2.12 0.40 0.01
C 2.59 0.41 1.26
C 3.97 0.36 1.64
C 4.31 0.38 2.96
C 3.34 0.45 4.01
C 2.02 0.47 3.69
C 1.64 0.44 2.33
N 0.37 0.44 1.87
N -0.62 0.53 2.65
C -1.81 0.52 1.90
C -3.02 0.63 2.56
C -4.19 0.61 1.82
C -4.12 0.48 0.44
C -2.87 0.40 -0.15
N -1.75 0.42 0.56
H 5.13 1.16 -4.28
H 5.51 2.52 -2.25
H 4.11 2.19 -0.25
H 1.89 -0.82 -2.28
H 3.29 -0.51 -4.30
H 4.73 0.26 0.89
H 5.36 0.32 3.23
H 3.66 0.48 5.04
H 1.24 0.50 4.45
H -3.01 0.72 3.64
H -5.15 0.69 2.32
H -5.01 0.46 -0.17
H -2.75 0.32 -1.22
Se -0.26 1.59 -2.07
C -0.34 3.35 -1.33
C -0.84 4.39 -2.12
C -0.93 5.67 -1.60
N -0.56 6.01 -0.36
C -0.07 5.02 0.39
C 0.06 3.70 -0.04
H -1.16 4.19 -3.14
H -1.32 6.48 -2.22
H 0.24 5.29 1.39
H 0.51 2.98 0.62
C 0.30 -3.19 -2.92
C -0.48 -3.96 -1.85
C -1.97 -3.68 -2.13
C -0.23 -5.47 -2.00
P -0.06 -3.22 -0.15
N 0.01 -1.68 -0.28
C 1.57 -3.97 0.48
C 2.58 -3.96 -0.68
C 2.15 -3.04 1.55
C 1.49 -5.40 1.04
C -1.42 -3.71 1.07
C -2.65 -2.80 0.83
C -0.90 -3.38 2.48
C -1.87 -5.17 1.03
H -0.10 -3.46 -3.90
H 1.37 -3.42 -2.93
H 0.18 -2.12 -2.78
H -2.16 -3.88 -3.19
H -2.22 -2.64 -1.93
H -2.63 -4.33 -1.56
H -0.63 -5.79 -2.97
H -0.73 -6.06 -1.23
H 0.83 -5.72 -1.99
H 2.65 -2.98 -1.13
H 2.35 -4.69 -1.45
H 3.57 -4.21 -0.27
H 1.97 -1.99 1.29
H 3.23 -3.19 1.61
H 1.74 -3.22 2.55
H 1.04 -6.11 0.35
H 0.93 -5.44 1.98
H 2.50 -5.75 1.25
H -2.34 -1.82 0.48
H -3.18 -2.67 1.77
H -3.34 -3.23 0.11
H -0.45 -2.39 2.52
H -0.17 -4.11 2.83
H -1.74 -3.40 3.18
H -2.34 -5.44 0.08
H -2.63 -5.33 1.81
H -1.06 -5.87 1.22
*
```

***

Formula: C34H45AlBrClFILiNO11
Source: the Open Molecules 2025 dataset
Level of theory: ωB97M-V with the def2-TZVPD basis set

Computed properties:
lowest unoccupied orbital energy = 0.26 eV
HOMO level = -1.92 eV

```
! wB97M-V def2-TZVPD RIJCOSX def2/J DEFGRID3
* xyz -2 1
C 2.48 -1.72 -1.47
O 1.14 -1.52 -1.86
C 0.91 -2.12 -3.14
C 1.31 -1.23 -4.31
O 0.81 0.08 -4.18
C 1.67 0.87 -3.48
C 2.98 1.28 -4.13
C 2.96 1.82 -5.59
C 3.00 0.83 -6.79
I 1.36 3.24 -5.89
H 2.47 -2.37 -0.60
H 2.96 -0.77 -1.16
H 3.10 -2.12 -2.26
H 1.52 -3.02 -3.19
H -0.11 -2.46 -3.19
H 2.38 -1.31 -4.46
H 0.87 -1.65 -5.19
H 1.14 1.80 -3.29
H 1.91 0.45 -2.49
H 3.49 1.98 -3.47
H 3.60 0.38 -4.15
H 3.89 2.37 -5.67
H 3.53 1.37 -7.61
H 2.00 0.62 -7.22
H 3.54 -0.07 -6.52
C 6.05 3.04 -3.36
O 6.31 2.58 -4.58
H 5.61 2.28 -2.61
H 6.91 3.46 -2.77
H 5.30 3.88 -3.29
Al 2.18 1.03 -0.57
Cl -0.12 0.27 -7.51
C -1.85 -2.59 7.66
C -0.93 -1.53 7.65
C -0.60 -0.93 6.44
C -1.18 -1.38 5.26
C -2.08 -2.45 5.28
C -2.42 -3.05 6.48
C -2.67 -2.97 4.02
O -3.45 -3.90 4.03
C -2.27 -2.34 2.73
C -2.77 -2.85 1.54
C -2.42 -2.26 0.34
C -1.58 -1.15 0.32
C -1.08 -0.65 1.50
C -1.41 -1.24 2.71
C -0.84 -0.70 3.97
O -0.10 0.26 3.96
H -2.10 -3.06 8.61
H -0.47 -1.19 8.58
H 0.10 -0.11 6.43
H -3.12 -3.87 6.50
H -3.42 -3.71 1.55
H -2.80 -2.66 -0.59
H -1.31 -0.69 -0.62
H -0.42 0.21 1.49
Br -0.27 -0.98 -9.46
Li -3.32 -1.21 8.99
C -2.58 5.47 -2.40
C -2.02 4.11 -2.80
C -1.39 3.35 -1.62
O -0.11 3.81 -1.24
C -0.12 4.94 -0.39
N -1.07 4.29 -3.90
H -1.80 6.21 -2.26
H -3.23 5.85 -3.19
H -3.16 5.40 -1.48
H -2.85 3.51 -3.16
H -1.25 2.31 -1.94
H -2.07 3.32 -0.76
H -0.97 4.93 0.30
H -0.13 5.86 -0.97
H 0.80 4.92 0.20
H -0.77 3.38 -4.24
H -0.23 4.70 -3.52
F 4.21 1.78 -9.46
C 0.62 -4.42 10.85
C 1.79 -5.16 11.06
C 3.10 -4.36 10.83
O 4.21 -4.83 11.03
C 2.98 -3.00 10.33
C 1.82 -2.29 10.12
C 0.53 -3.06 10.46
O -0.59 -2.50 10.38
O 1.69 -1.11 9.69
O 1.88 -6.35 11.40
H -0.34 -4.90 11.00
H 3.94 -2.53 10.13
C -4.47 -0.72 -5.61
C -5.66 0.03 -6.18
O -5.32 1.36 -6.56
H -4.07 -0.20 -4.74
H -4.75 -1.73 -5.32
H -3.66 -0.77 -6.34
H -6.46 0.10 -5.44
H -6.06 -0.49 -7.06
H -4.62 1.30 -7.22
*
```

***

no.,calculated total energy (Ha)
1,-2824.90813
2,-5544.31498
3,-5886.36612